A structure of composition C24H48O41S10 in a non-equilibrium geometry, computed with the ωB97M-V functional and the def2-TZVPD basis.

Geometry as XYZ:
```
123
Properties=species:S:1:pos:R:3:forces:R:3
C -1.766 -3.771 -4.297 -1.4650 0.3107 -0.4055
C -3.000 -3.431 -3.457 -0.0232 -0.3866 0.7831
C -2.700 -2.009 -2.965 0.0049 -1.0517 -0.0367
O -1.778 -1.485 -3.932 -0.0346 0.3911 -0.0980
C -1.626 -2.430 -4.999 0.2936 -0.0974 0.3957
H -2.045 -4.609 -4.934 0.5880 -0.0380 -0.1836
H -0.912 -3.975 -3.654 0.0799 -0.1618 -0.1060
H -3.171 -4.183 -2.683 0.1138 0.3061 0.2845
H -3.929 -3.422 -4.030 0.2402 -0.0390 -0.3968
H -2.206 -2.023 -1.992 -0.0642 0.1277 0.0621
H -3.642 -1.467 -2.885 0.2691 0.5263 -0.1427
H -0.649 -2.286 -5.460 -0.0198 0.2086 -0.0236
H -2.410 -2.259 -5.741 0.0424 -0.1916 -0.1264
C 2.559 -2.769 -4.440 0.4705 0.0384 -0.4332
C 2.207 -1.369 -4.920 -0.6927 0.3475 -0.2862
O 2.971 -0.489 -4.096 0.3309 0.0027 0.0137
S 4.411 -1.147 -3.851 -0.4394 0.0702 0.5013
O 4.835 -0.847 -2.540 -0.1223 0.0160 0.5644
O 5.284 -0.861 -4.923 -0.0038 -0.1864 -0.7480
O 3.888 -2.657 -3.899 0.2075 0.0517 0.0348
H 2.624 -3.469 -5.269 -0.2485 -0.1303 0.0939
H 1.891 -3.120 -3.656 0.0537 -0.0661 0.0313
H 1.151 -1.147 -4.772 0.0565 0.0918 0.2379
H 2.416 -1.171 -5.973 0.3166 -0.2291 0.0265
C -1.290 5.244 -0.027 -0.5566 -0.8244 0.5646
C -0.555 4.118 -0.799 -0.2215 0.6504 0.4034
O -0.550 4.607 -2.145 0.5088 -0.0248 -0.8998
S -0.232 6.176 -2.060 -0.6862 -0.9177 1.0260
O -0.650 6.824 -3.235 -0.3461 0.1034 -0.3907
O 1.056 6.368 -1.517 0.7578 0.0801 0.0380
O -1.298 6.375 -0.891 -0.0036 0.9535 -0.0079
H -0.877 5.415 0.966 0.4836 0.4070 -0.3023
H -2.336 4.996 0.167 -0.0050 -0.0201 -0.2933
H -1.116 3.192 -0.769 0.2275 -0.1471 -0.1194
H 0.469 4.027 -0.443 -0.0419 -0.3138 -0.0060
C 0.303 -2.279 4.423 0.7527 0.6007 -1.7988
C 0.368 -3.638 5.050 -0.3647 0.0786 0.6075
O 1.755 -3.984 4.989 0.2135 -0.0202 -0.6336
S 2.628 -2.663 5.255 -0.9260 -0.1517 0.2210
O 3.748 -2.662 4.401 0.4235 -0.1108 -0.4505
O 2.779 -2.486 6.650 0.1874 0.0088 0.4771
O 1.547 -1.617 4.740 -0.0942 0.2776 0.7735
H -0.585 -1.681 4.596 0.2535 0.1557 0.7945
H 0.414 -2.298 3.332 -0.6387 -0.7782 -0.0074
H -0.301 -4.294 4.497 0.5885 -0.4781 -0.1185
H 0.107 -3.667 6.112 -0.2741 0.2942 -0.0695
C -3.541 0.947 3.414 -0.6679 -0.9378 0.6889
C -2.511 -0.155 3.147 -0.3051 0.2902 0.4100
O -1.587 0.480 2.275 1.0068 -0.0873 -0.4578
S -1.318 1.965 2.757 -0.7144 -0.0449 0.5413
O -1.033 2.818 1.668 -0.2881 -0.0501 -0.5856
O -0.436 2.010 3.864 -0.0631 -0.3863 0.3690
O -2.840 2.168 3.238 0.1950 0.6816 -0.0641
H -3.913 0.888 4.439 0.2989 0.1383 0.0958
H -4.432 0.837 2.800 0.3177 0.5530 -0.5390
H -2.851 -1.036 2.616 -0.2692 0.0410 0.0856
H -2.065 -0.409 4.110 0.3731 -0.1355 -0.2399
C 3.174 -3.399 -0.344 -0.0534 -0.1840 -1.5222
C 3.884 -3.833 0.919 0.5202 -0.5938 -0.7645
O 3.017 -4.820 1.488 -0.4689 0.1483 0.5189
S 1.568 -4.892 0.832 0.9552 -1.0862 0.5737
O 0.597 -4.746 1.859 -0.0813 1.2141 -0.1495
O 1.463 -6.070 0.052 0.1290 -0.1790 -0.5914
O 1.766 -3.645 -0.122 -0.7937 0.7348 0.5952
H 3.413 -4.005 -1.225 0.3376 -0.2805 0.3387
H 3.325 -2.380 -0.691 -0.1970 0.2247 0.6291
H 4.144 -3.018 1.590 -0.4170 -0.1352 0.3250
H 4.769 -4.402 0.638 0.2419 0.3704 0.1232
C -4.603 -4.851 3.329 -0.0090 -0.8437 0.4734
C -3.761 -3.889 4.128 0.1850 0.6534 0.4938
O -2.686 -3.515 3.257 0.6731 0.1332 -0.5408
S -2.883 -4.133 1.761 -0.8943 -0.4510 2.5002
O -2.199 -5.364 1.759 0.1215 -0.4739 -0.5797
O -2.708 -3.133 0.795 0.1996 0.6238 -0.6655
O -4.452 -4.375 1.998 -0.2128 0.1185 -0.9797
H -5.636 -4.903 3.663 -0.1585 0.4721 -0.4607
H -4.238 -5.881 3.370 0.2544 0.1287 0.1044
H -3.387 -4.297 5.067 0.2215 -0.2294 -0.2099
H -4.254 -2.946 4.377 -0.3903 -0.1896 -0.1212
C 2.438 3.871 2.363 1.8957 -0.5117 -0.1544
C 3.091 4.090 3.744 -0.1991 -0.0484 0.3602
O 2.164 4.970 4.412 0.0955 0.2013 0.5103
S 1.711 6.048 3.350 0.1050 -0.9478 -0.1020
O 2.772 6.927 3.053 0.6787 0.4963 -0.1242
O 0.443 6.550 3.692 -0.7057 0.0788 0.1217
O 1.575 4.980 2.177 -0.7443 -0.0798 -0.5964
H 1.992 2.886 2.236 -0.9354 0.3803 0.3626
H 3.228 3.856 1.606 -0.0983 0.4469 -0.0836
H 4.063 4.583 3.704 -0.0433 0.0138 -0.2400
H 3.176 3.206 4.368 -0.1518 -0.1022 -0.1513
C 3.814 3.097 -4.532 -1.1166 -0.7486 0.1308
C 2.976 3.611 -3.358 0.9791 -0.4457 0.4519
O 3.464 4.938 -3.136 -0.4052 0.3754 -0.1057
S 5.005 5.038 -3.471 -0.4299 -0.4106 -0.4161
O 5.813 4.721 -2.360 0.2578 -0.2301 0.7135
O 5.220 6.235 -4.177 0.1379 0.6024 -0.4374
O 5.045 3.783 -4.468 0.2029 0.1373 -0.2583
H 3.279 3.219 -5.476 0.4232 0.5019 -0.1580
H 3.959 2.025 -4.408 0.3686 0.0217 0.0036
H 3.231 3.040 -2.464 -0.3866 -0.1210 0.0162
H 1.911 3.603 -3.558 -0.0338 0.3067 0.1091
C -4.610 3.191 0.016 0.1524 -0.0555 -0.6291
C -5.790 2.550 -0.708 -0.0737 0.1214 0.2591
O -5.391 1.197 -0.940 -0.0468 -0.8042 -0.3490
S -4.011 0.794 -0.278 0.1615 0.9071 -0.1422
O -2.997 0.790 -1.268 0.3000 0.3713 -0.3399
O -4.106 -0.361 0.535 -0.5912 0.0015 0.4457
O -3.921 2.107 0.639 0.0235 -0.7227 0.2790
H -4.925 3.915 0.760 0.2166 -0.0388 0.1426
H -3.927 3.621 -0.718 -0.0595 0.2841 0.1147
H -5.967 3.061 -1.651 -0.1026 -0.2055 -0.0962
H -6.704 2.497 -0.120 0.0164 0.1695 0.0617
C 0.457 -1.151 -1.532 -0.6638 0.2551 -0.4567
C -0.159 -1.024 -0.159 -1.0365 -0.3505 0.7584
O 0.411 0.163 0.402 0.4215 0.5325 -0.3009
S 1.894 0.356 -0.120 0.3336 -1.1234 0.4551
O 2.787 -0.324 0.753 0.1313 -0.0610 0.1286
O 2.143 1.713 -0.422 -0.3098 0.4486 -0.3279
O 1.757 -0.542 -1.437 -0.1192 0.1705 0.0136
H -0.156 -0.620 -2.262 0.2284 0.1991 -0.0401
H 0.530 -2.179 -1.879 0.3321 -0.0611 0.2428
H -0.025 -1.878 0.506 0.5326 0.0386 -0.0784
H -1.233 -0.843 -0.170 0.0205 0.0349 -0.3383
```
Positions in Å, forces in eV/Å.

The energy above the lowest of the compared OMol25 structures with the same formula, charge and spin comes out at 0.000 eV. The HOMO-LUMO gap comes out at 10.1 eV. The calculation puts the HOMO energy at -10.545 eV. Its spin multiplicity is 1.

Löwdin atomic charge list, values in e, 8 entries:
1 C -0.15
2 C -0.17
3 C -0.19
4 O -0.15
5 C -0.20
6 H 0.12
7 H 0.11
8 H 0.11